Entry A
This record from the Open Molecules 2025 dataset describes a gas-phase ion, C5H11N2S (charge +1). The level of theory is ωB97M-V/def2-TZVPD.

Structure (XYZ):
```
19
Properties=species:S:1:pos:R:3:lowdin_charge:R:1
C 1.449 1.476 -0.159 -0.133
C 2.485 0.501 0.187 -0.391
C 0.081 -0.274 -0.110 -0.752
C -0.327 -0.987 -1.400 -0.048
C -2.171 0.294 0.638 0.031
N 0.250 1.074 -0.248 0.063
N -1.060 -0.615 0.998 0.090
S 1.625 -1.125 0.505 0.939
H 1.820 2.552 -0.194 0.166
H 3.249 0.458 -0.619 0.104
H 3.250 0.568 1.027 0.110
H -1.005 -1.870 -1.084 0.122
H 0.454 -1.173 -2.102 0.079
H -1.022 -0.197 -1.865 0.118
H -1.884 1.056 0.058 0.058
H -2.848 -0.247 0.143 0.080
H -2.576 0.632 1.477 0.075
H -1.191 -1.596 0.866 0.140
H -0.578 -0.527 1.883 0.150
```

Calculated values
**HOMO-LUMO gap**: 9.86 eV
**M**: 131.22 u
**E_LUMO**: -3.3148 eV
**Charge**: +1
**HOMO level**: -13.18 eV

***

Entry B
This record from the Open Molecules 2025 dataset describes a gas-phase ion, C5H11N2S (charge +1). The level of theory is ωB97M-V/def2-TZVPD.

Structure (XYZ):
```
19
Properties=species:S:1:pos:R:3:lowdin_charge:R:1
C -0.527 0.690 0.139 -0.311
C 1.887 1.104 -0.124 -0.469
C -0.582 -0.798 0.232 -0.213
C -1.798 1.480 0.336 0.027
C -1.273 -1.457 -0.941 0.037
N 0.553 1.297 0.027 0.057
N 0.075 -1.475 1.103 0.276
S 2.745 -0.660 -0.521 0.542
H 2.268 1.835 -0.902 0.107
H 2.410 1.145 0.905 0.103
H -1.704 2.537 0.284 0.094
H -2.100 1.277 1.272 0.048
H -2.559 1.062 -0.406 0.121
H -2.389 -1.310 -0.829 0.128
H -0.903 -2.454 -1.121 0.093
H -0.979 -0.660 -1.748 0.153
H 0.298 -2.489 1.182 0.191
H 0.561 -1.069 1.822 0.110
H 4.018 -0.054 -0.709 -0.095
```

Calculated values
**HOMO-LUMO gap**: 7.79 eV
**M**: 131.22 u
**E_LUMO**: -4.9322 eV
**Charge**: +1
**HOMO level**: -12.72 eV

***

The most stable arrangement is entry A, and the next structure is 11.3 kcal/mol less stable.

***

Entry A
This record from the Open Molecules 2025 dataset describes a gas-phase ion, C5H11N2S (charge +1). The level of theory is ωB97M-V/def2-TZVPD.

Structure (XYZ):
```
19
Properties=species:S:1:pos:R:3:lowdin_charge:R:1
C -1.674 0.543 -0.159 0.013
C -0.419 0.533 0.328 -0.217
C -1.330 -1.726 0.271 -0.484
C 1.589 1.402 -0.820 -0.066
C 0.661 1.528 0.431 -0.159
N -2.235 -0.751 -0.184 -0.012
N -0.144 -0.861 0.741 0.111
S -0.438 -2.731 -1.053 0.817
H -2.165 1.410 -0.426 0.123
H -1.843 -2.470 0.932 0.144
H 2.426 0.693 -0.754 0.076
H 1.933 2.426 -1.052 0.086
H 0.948 1.013 -1.680 0.096
H 0.137 2.458 0.312 0.127
H 1.239 1.340 1.239 0.083
H -2.906 -1.008 -0.910 0.158
H 0.654 -1.288 0.308 0.099
H -0.034 -0.897 1.690 0.147
H -0.521 -2.113 -2.203 -0.143
```

Calculated values
**HOMO-LUMO gap**: 9.76 eV
**M**: 131.22 u
**E_LUMO**: -3.1112 eV
**Charge**: +1
**HOMO level**: -12.87 eV

***

Entry B
This record from the Open Molecules 2025 dataset describes a gas-phase ion, C5H11N2S (charge +1). The level of theory is ωB97M-V/def2-TZVPD.

Structure (XYZ):
```
19
Properties=species:S:1:pos:R:3:lowdin_charge:R:1
C 0.487 0.250 1.343 -0.146
C 1.736 0.961 1.004 -0.273
C 0.102 -0.348 0.004 -0.554
C -0.427 -1.715 0.302 -0.068
C -1.122 0.468 -0.644 -0.258
N 1.372 -0.551 -0.799 -0.255
N -0.757 1.495 -1.460 0.036
S 2.532 0.585 -0.393 1.210
H 0.715 -0.576 2.011 0.147
H 2.072 1.591 1.784 0.093
H -0.595 -2.387 -0.632 0.130
H -1.399 -1.560 0.765 0.100
H 0.134 -2.420 0.905 0.092
H -1.661 0.809 0.266 0.140
H -1.713 -0.381 -1.011 0.119
H 0.964 -0.836 -1.736 0.158
H -1.344 2.212 -1.091 0.085
H -0.951 1.459 -2.466 0.112
H -0.144 0.944 1.847 0.133
```

Calculated values
**HOMO-LUMO gap (alpha / beta)**: 7.65 / 7.64 eV
**M**: 131.22 u
**E_LUMO (alpha / beta)**: -5.5446 / -5.5453 eV
**Charge**: +1
**HOMO level (alpha / beta)**: -13.19 / -13.19 eV

***

Entry C
This record from the Open Molecules 2025 dataset describes a gas-phase ion, C5H11N2S (charge +1). The level of theory is ωB97M-V/def2-TZVPD.

Structure (XYZ):
```
19
Properties=species:S:1:pos:R:3:lowdin_charge:R:1
C -0.240 0.778 -2.602 -0.453
C 1.988 0.994 -1.026 -0.331
C -0.131 -0.306 -0.587 -0.212
C -0.876 -1.691 1.305 0.049
C -0.309 0.585 1.606 -0.025
N -0.740 0.080 -1.688 0.005
N -0.823 -0.367 0.618 -0.182
S 1.330 1.501 -2.593 0.927
H -0.870 0.773 -3.449 0.087
H 2.243 1.952 -0.409 0.053
H 2.571 0.043 -0.942 0.032
H 0.526 -1.250 -0.710 0.170
H 0.111 -2.096 1.108 0.102
H -0.915 -1.337 2.359 0.112
H -1.488 -2.462 0.864 0.119
H -0.834 0.593 2.653 0.150
H 0.681 0.498 1.760 0.055
H -0.485 1.707 1.274 0.163
H -1.737 0.003 0.459 0.179
```

Calculated values
**HOMO-LUMO gap (alpha / beta)**: 8.23 / 8.23 eV
**M**: 131.22 u
**E_LUMO (alpha / beta)**: -4.2758 / -4.2760 eV
**Charge**: +1
**HOMO level (alpha / beta)**: -12.51 / -12.51 eV

***

The most stable arrangement is entry A, and the next structure is 19.2 kcal/mol less stable.

***

Entry A
This record from the Open Molecules 2025 dataset describes C3H9NS2 in the gas phase. The level of theory is ωB97M-V/def2-TZVPD.

Structure (XYZ):
```
15
Properties=species:S:1:pos:R:3:lowdin_charge:R:1
S -1.928 -1.121 -0.901 0.305
S -1.461 0.834 -0.294 0.401
C -0.233 0.479 1.042 -0.525
C 1.043 -0.238 0.467 -0.341
N 2.180 0.634 0.421 -0.153
C 3.462 -0.004 0.688 -0.133
H -1.564 -0.826 -2.183 -0.185
H 0.176 1.390 1.476 0.067
H -0.713 -0.137 1.807 0.058
H 0.794 -0.501 -0.592 0.070
H 1.168 -1.230 0.891 0.110
H 2.158 1.446 -0.168 0.110
H 4.270 0.662 0.992 0.073
H 3.795 -0.633 -0.164 0.074
H 3.247 -0.771 1.436 0.070
```

Calculated values
**HOMO-LUMO gap**: 8.67 eV
**M**: 123.25 u
**E_LUMO**: 0.4800 eV
**HOMO level**: -8.19 eV

***

Entry B
This record from the Open Molecules 2025 dataset describes 2 unconnected molecules or ions with the total composition C3H9NS2. The level of theory is ωB97M-V/def2-TZVPD.

Structure (XYZ):
```
15
Properties=species:S:1:pos:R:3:lowdin_charge:R:1
C -0.431 -0.502 0.284 -0.696
C 0.652 -1.244 1.008 -0.457
C -0.151 1.053 0.226 -0.614
H 0.107 -0.555 -1.440 -0.048
H -1.392 -0.178 -1.250 0.052
H -1.471 -0.631 0.785 0.151
H 0.448 -2.320 0.602 0.100
H 0.508 -1.169 2.117 0.088
H 1.791 -0.230 -1.365 0.102
H 0.204 1.252 1.349 0.119
H 0.707 1.125 -0.470 0.005
H -1.034 3.258 -0.848 0.029
N -0.655 -0.985 -1.036 -0.001
S 2.437 -0.717 0.339 0.544
S -1.720 1.841 -0.300 0.626
```

Calculated values
**HOMO-LUMO gap**: 8.62 eV
**M**: 123.25 u
**E_LUMO**: -0.7738 eV
**HOMO level**: -9.40 eV

***

The most stable arrangement is entry A, and the next structure is 82.5 kcal/mol less stable.